[1]
A structure of composition C2H6N2O2 at a distorted geometry, computed with wB97M-V/def2-TZVPD.

Results
- Spin multiplicity: 1
- Energy relative to the best compared isomer or geometry (same formula, charge and spin): 7.0252 eV
- LUMO energy: 0.69 eV
- Kohn-Sham gap: 9.32 eV

XYZ file:
```
12
Properties=species:S:1:pos:R:3:forces:R:3
C 0.407 1.750 0.119 0.49 0.09 0.07
C 0.009 0.510 0.115 -3.92 -0.27 -0.30
N -2.350 -0.853 -0.062 -0.49 -1.07 -0.04
N 1.953 -0.692 0.076 0.19 0.41 0.24
O -1.891 0.396 -0.006 4.30 0.74 0.30
O 0.508 -0.712 0.121 0.00 -0.09 -0.15
H 1.448 2.019 0.204 0.17 -0.08 0.00
H -0.323 2.532 0.061 -0.29 0.13 -0.01
H -2.149 -1.393 0.778 0.06 0.14 -0.19
H -2.059 -1.349 -0.902 0.06 0.11 0.18
H 2.231 -1.616 0.398 -0.32 0.05 -0.13
H 2.215 -0.591 -0.904 -0.26 -0.18 0.03
```
Forces are in eV/Å.

Okay, here come the Mulliken numbers, in e, for every atom: atom 1 (C): -0.749, atom 2 (C): 0.535, atom 3 (N): -0.381, atom 4 (N): -0.531, atom 5 (O): -0.319, atom 6 (O): -0.212, atom 7 (H): 0.339, atom 8 (H): 0.299, atom 9 (H): 0.253, atom 10 (H): 0.249, atom 11 (H): 0.263, atom 12 (H): 0.255

[2]
The ion C2H6N2O2P with charge -1 at a distorted geometry, computed with wB97M-V/def2-TZVPD.

Results
- Spin multiplicity: 1
- Net charge: -1
- Energy relative to the best compared isomer or geometry (same formula, charge and spin): 0.2501 eV
- LUMO energy: 4.17 eV
- Kohn-Sham gap: 8.69 eV

XYZ file:
```
13
Properties=species:S:1:pos:R:3:forces:R:3
C -0.307 -0.541 -0.155 -0.08 -0.28 0.52
C 0.308 -0.375 1.249 -0.12 -0.27 -0.15
N 0.034 0.525 -1.049 -0.38 0.83 -0.65
N 1.771 -0.460 1.322 0.06 0.22 -0.25
O -2.579 0.953 -1.433 0.08 -0.16 0.08
O -0.863 2.343 -2.739 0.32 0.18 -0.15
P -1.164 1.286 -1.755 0.26 -0.33 0.43
H 0.080 -1.490 -0.569 -0.07 -0.06 0.13
H -1.394 -0.647 -0.041 0.04 -0.16 0.09
H 0.013 0.596 1.658 -0.06 -0.06 -0.02
H -0.093 -1.158 1.909 -0.05 0.14 -0.07
H 2.132 0.292 0.735 0.01 -0.19 0.01
H 2.061 -1.324 0.868 -0.01 0.14 0.02
```
Forces are in eV/Å.

Okay, here come the Mulliken numbers, in e, for every atom: atom 1 (C): -0.352, atom 2 (C): -0.629, atom 3 (N): -0.474, atom 4 (N): -0.677, atom 5 (O): -0.658, atom 6 (O): -0.698, atom 7 (P): 0.726, atom 8 (H): 0.230, atom 9 (H): 0.334, atom 10 (H): 0.339, atom 11 (H): 0.329, atom 12 (H): 0.292, atom 13 (H): 0.238

[3]
The ion C2H6N2O2P with charge -1 at a distorted geometry, computed with wB97M-V/def2-TZVPD.

Results
- Spin multiplicity: 1
- Net charge: -1
- Energy relative to the best compared isomer or geometry (same formula, charge and spin): 2.4563 eV
- LUMO energy (alpha / beta): 4.01 / 4.01 eV
- Kohn-Sham gap (alpha / beta): 7.26 / 7.26 eV

XYZ file:
```
13
Properties=species:S:1:pos:R:3:forces:R:3
C 0.229 0.732 0.110 -2.12 0.87 -0.49
C -0.579 -0.575 -0.181 0.76 0.83 -0.75
N 1.474 0.862 -0.629 -0.88 0.07 1.50
N 0.253 -1.718 0.039 2.27 0.34 1.22
O 3.055 0.079 1.525 -1.11 -0.38 -1.84
O 3.552 -0.322 -1.087 0.12 -0.83 1.28
P 2.648 -0.110 0.086 0.88 0.23 -1.13
H -0.445 1.643 0.100 0.85 -0.70 -0.40
H 0.543 0.584 1.088 0.18 0.20 2.35
H -1.445 -0.568 0.491 -0.34 0.26 -0.04
H -0.954 -0.478 -1.257 0.33 -0.54 1.08
H 1.317 0.373 -1.482 0.26 -0.07 -1.28
H 0.656 -1.632 1.036 -1.19 -0.29 -1.48
```
Forces are in eV/Å.

Okay, here come the Mulliken numbers, in e, for every atom: atom 1 (C): -0.890, atom 2 (C): -0.334, atom 3 (N): -0.351, atom 4 (N): -0.806, atom 5 (O): -0.577, atom 6 (O): -0.626, atom 7 (P): 0.820, atom 8 (H): 0.300, atom 9 (H): 0.388, atom 10 (H): 0.298, atom 11 (H): 0.309, atom 12 (H): 0.319, atom 13 (H): 0.150

[4]
A cluster of 3 separate species, C2H6N2O3 in total at a distorted geometry, computed with wB97M-V/def2-TZVPD.

Results
- Spin multiplicity: 1
- Net charge: -2
- Energy relative to the best compared isomer or geometry (same formula, charge and spin): 3.9457 eV
- LUMO energy (alpha / beta): 5.89 / 5.89 eV
- Kohn-Sham gap (alpha / beta): 6.62 / 6.62 eV

XYZ file:
```
13
Properties=species:S:1:pos:R:3:forces:R:3
C 2.089 -0.184 -1.038 0.03 -0.09 0.05
C 3.062 -0.304 0.084 1.24 2.51 0.70
N 2.505 -0.373 1.404 0.16 0.07 -0.67
N -8.400 0.125 0.161 -1.01 -0.10 -0.43
O -8.968 -1.007 0.042 0.42 1.48 0.02
O -9.043 1.143 -0.249 0.51 -1.39 0.41
O 4.293 1.811 0.097 -1.57 -2.76 -0.04
H 2.623 -0.019 -1.971 0.01 0.07 0.00
H 1.424 0.664 -0.873 0.00 0.08 -0.02
H 1.459 -1.085 -1.154 0.06 0.04 0.09
H 3.891 -0.985 -0.057 0.09 0.08 -0.02
H 1.816 0.371 1.490 0.19 -0.06 0.06
H 3.248 -0.158 2.064 -0.13 0.07 -0.15
```
Forces are in eV/Å.

Okay, here come the Mulliken numbers, in e, for every atom: atom 1 (C): -1.012, atom 2 (C): -0.006, atom 3 (N): -0.648, atom 4 (N): 0.030, atom 5 (O): -0.516, atom 6 (O): -0.515, atom 7 (O): -1.007, atom 8 (H): 0.276, atom 9 (H): 0.280, atom 10 (H): 0.281, atom 11 (H): 0.274, atom 12 (H): 0.277, atom 13 (H): 0.285

[5]
A cluster of 2 separate species, C2H6N2O3 in total at a distorted geometry, computed with wB97M-V/def2-TZVPD.

Results
- Structure (SMILES): O=[N+]([O-])O.[H]/N=C\C
- Spin multiplicity: 1
- Energy relative to the best compared isomer or geometry (same formula, charge and spin): 6.3717 eV
- LUMO energy: 0.72 eV
- Kohn-Sham gap: 11.01 eV

XYZ file:
```
13
Properties=species:S:1:pos:R:3:forces:R:3
O -1.071 -0.428 4.169 -0.94 0.22 3.19
N -0.938 -0.623 3.033 0.80 -0.01 -1.48
O -0.001 -0.294 2.364 2.68 0.89 -0.30
O -1.857 -1.252 2.365 -2.32 -1.38 0.73
H -1.610 -1.141 1.403 -0.24 0.20 -0.84
H -1.061 -1.333 -0.858 0.26 1.15 2.26
N -1.247 -0.643 -0.031 0.79 -0.92 -3.08
C -0.373 0.291 0.091 -2.42 0.83 -0.71
C 0.970 0.469 -0.466 -0.22 -0.72 1.06
H -0.796 1.185 0.565 0.51 -0.32 0.82
H 1.051 -0.234 -1.269 0.92 -0.61 -0.28
H 1.601 0.315 0.453 0.00 -0.10 -1.20
H 1.107 1.462 -0.830 0.16 0.77 -0.16
```
Forces are in eV/Å.

Okay, here come the Mulliken numbers, in e, for every atom: atom 1 (O): -0.594, atom 2 (N): 1.034, atom 3 (O): -0.595, atom 4 (O): -0.441, atom 5 (H): 0.484, atom 6 (H): 0.178, atom 7 (N): -0.697, atom 8 (C): 0.407, atom 9 (C): -0.950, atom 10 (H): 0.318, atom 11 (H): 0.290, atom 12 (H): 0.255, atom 13 (H): 0.311

[6]
A structure of composition C2H6N2O3 at a distorted geometry, computed with wB97M-V/def2-TZVPD.

Results
- Spin multiplicity: 1
- Energy relative to the best compared isomer or geometry (same formula, charge and spin): 6.3923 eV
- LUMO energy: 0.32 eV
- Kohn-Sham gap: 8.60 eV

XYZ file:
```
13
Properties=species:S:1:pos:R:3:forces:R:3
C -0.681 -0.521 0.497 -0.01 -0.78 0.18
C 0.450 -0.407 -0.358 -0.26 -0.02 -0.79
N 1.292 2.111 -0.722 -0.31 -0.19 0.11
N -1.745 -1.343 0.059 0.02 -0.03 -0.04
O 0.941 1.191 0.319 -1.17 -0.07 0.36
O -0.454 -0.545 1.880 -0.06 0.21 -0.10
O 0.854 -0.562 -1.456 -0.16 0.14 0.69
H -0.324 -1.458 2.166 0.06 0.05 -0.04
H -0.202 1.048 0.474 1.96 0.71 -0.63
H 2.262 2.341 -0.516 -0.12 -0.08 0.08
H 1.310 1.554 -1.583 0.01 -0.02 0.15
H -2.134 -1.068 -0.831 0.02 0.01 0.06
H -1.570 -2.343 0.071 0.03 0.07 -0.03
```
Forces are in eV/Å.

Okay, here come the Mulliken numbers, in e, for every atom: atom 1 (C): -0.169, atom 2 (C): 0.589, atom 3 (N): -0.459, atom 4 (N): -0.568, atom 5 (O): -0.295, atom 6 (O): -0.436, atom 7 (O): -0.511, atom 8 (H): 0.291, atom 9 (H): 0.562, atom 10 (H): 0.271, atom 11 (H): 0.268, atom 12 (H): 0.229, atom 13 (H): 0.228

[7]
An isolated molecule of C2H6N2O3 at a distorted geometry, computed with wB97M-V/def2-TZVPD.

Results
- Structure (SMILES): O=C(CNO)NO
- Spin multiplicity: 1
- Energy relative to the best compared isomer or geometry (same formula, charge and spin): 7.1673 eV
- LUMO energy: 0.54 eV
- Kohn-Sham gap: 9.06 eV

XYZ file:
```
13
Properties=species:S:1:pos:R:3:forces:R:3
O -1.971 0.474 -0.293 1.37 0.67 0.24
C -0.742 0.340 -0.402 -1.56 -1.48 -5.21
C -0.214 -1.076 -0.426 -0.01 2.55 4.51
N -0.349 -0.884 1.167 0.75 -2.87 0.70
O 0.797 -0.342 1.805 -0.40 -0.09 -0.53
N -0.028 1.251 -1.153 -0.34 1.03 1.00
O 1.334 1.539 -1.162 0.74 -0.42 -1.37
H -0.904 -1.778 -0.891 0.13 0.00 0.51
H 0.853 -1.248 -0.542 -0.19 0.07 -0.39
H -1.214 -0.592 1.620 0.51 0.21 -0.70
H 1.167 -1.071 2.322 -0.09 0.03 -0.17
H -0.569 1.907 -1.704 0.31 0.45 0.79
H 1.839 1.480 -0.340 -1.23 -0.14 0.61
```
Forces are in eV/Å.

Okay, here come the Mulliken numbers, in e, for every atom: atom 1 (O): -0.665, atom 2 (C): 0.414, atom 3 (C): -0.206, atom 4 (N): -0.357, atom 5 (O): -0.416, atom 6 (N): -0.058, atom 7 (O): -0.460, atom 8 (H): 0.234, atom 9 (H): 0.265, atom 10 (H): 0.324, atom 11 (H): 0.335, atom 12 (H): 0.244, atom 13 (H): 0.346

[8]
A cluster of 2 separate species, C2H6N2O3 in total at a distorted geometry, computed with wB97M-V/def2-TZVPD.

Results
- Structure (SMILES): NC(=O)C(=O)O.N
- Spin multiplicity: 1
- Energy relative to the best compared isomer or geometry (same formula, charge and spin): 1.2608 eV
- LUMO energy: 0.25 eV
- Kohn-Sham gap: 10.13 eV

XYZ file:
```
13
Properties=species:S:1:pos:R:3:forces:R:3
N 1.758 -1.208 -0.638 1.04 2.49 0.99
C 1.959 -0.251 0.338 -2.65 -0.04 1.73
O 1.604 -0.306 1.541 1.31 -0.57 -2.55
C 2.320 1.186 -0.182 0.29 -2.10 1.86
O 2.449 1.452 -1.323 0.08 0.36 -1.77
O 2.564 2.006 0.805 -0.75 1.04 3.15
H 2.070 -0.836 -1.545 -0.26 -1.05 0.34
H 1.633 -2.168 -0.365 0.04 0.02 -0.35
H 2.235 1.736 1.775 0.88 -0.14 -3.41
N -1.600 0.606 -0.585 -0.54 -0.41 1.53
H -0.872 -0.160 -0.672 -1.13 1.50 0.52
H -2.476 0.182 -0.107 2.22 1.01 -0.95
H -1.261 1.439 0.003 -0.54 -2.11 -1.09
```
Forces are in eV/Å.

Okay, here come the Mulliken numbers, in e, for every atom: atom 1 (N): -0.359, atom 2 (C): 0.443, atom 3 (O): -0.640, atom 4 (C): 0.636, atom 5 (O): -0.529, atom 6 (O): -0.506, atom 7 (H): 0.261, atom 8 (H): 0.252, atom 9 (H): 0.410, atom 10 (N): -0.681, atom 11 (H): 0.244, atom 12 (H): 0.239, atom 13 (H): 0.232

[9]
A cluster of 2 separate species, C2H6N2O4 in total at a distorted geometry, computed with wB97M-V/def2-TZVPD.

Results
- Structure (SMILES): NC(N)=O.O=C(O)O
- Spin multiplicity: 1
- Energy relative to the best compared isomer or geometry (same formula, charge and spin): 1.3349 eV
- LUMO energy: 0.43 eV
- Kohn-Sham gap: 10.54 eV

XYZ file:
```
14
Properties=species:S:1:pos:R:3:forces:R:3
N 1.097 -0.460 1.728 -0.22 -0.10 -0.02
C 0.529 -1.041 0.634 1.96 -0.06 -1.88
N 1.111 -0.653 -0.630 -0.83 -1.30 2.11
O -0.348 -1.886 0.671 -0.06 -0.10 0.16
H 1.626 0.391 1.627 -0.17 0.01 -0.20
H 0.534 -0.506 2.563 0.03 -0.11 -0.04
H 1.996 -0.168 -0.628 -0.29 -0.10 -0.34
H 0.784 -1.186 -1.422 0.52 -0.10 0.15
O 0.131 1.689 -0.150 0.11 -1.02 -0.93
C -0.700 1.062 -0.754 -3.49 2.24 3.66
O -1.297 1.606 -1.831 0.66 -0.35 -1.06
O -1.656 0.210 -0.038 1.22 0.91 -1.63
H -2.249 1.716 -1.695 0.13 -0.70 0.11
H -1.558 -0.773 -0.075 0.43 0.77 -0.12
```
Forces are in eV/Å.

Okay, here come the Mulliken numbers, in e, for every atom: atom 1 (N): -0.448, atom 2 (C): 0.623, atom 3 (N): -0.466, atom 4 (O): -0.678, atom 5 (H): 0.249, atom 6 (H): 0.230, atom 7 (H): 0.190, atom 8 (H): 0.251, atom 9 (O): -0.450, atom 10 (C): 0.725, atom 11 (O): -0.466, atom 12 (O): -0.491, atom 13 (H): 0.360, atom 14 (H): 0.371

[10]
The ion C2H6N2OP with charge +1 at a distorted geometry, computed with wB97M-V/def2-TZVPD.

Results
- Structure (SMILES): N=[P@@H]1CC[N+]1=O
- Spin multiplicity: 1
- Net charge: +1
- Energy relative to the best compared isomer or geometry (same formula, charge and spin): 0.9313 eV
- LUMO energy: -6.24 eV
- Kohn-Sham gap: 8.45 eV

XYZ file:
```
12
Properties=species:S:1:pos:R:3:forces:R:3
N -2.228 1.347 0.381 3.21 -0.42 -0.77
P -0.890 0.721 -0.232 -2.29 3.22 0.18
C -0.396 -0.971 0.110 -1.83 -2.00 0.49
C 1.086 -0.856 0.193 2.02 -0.81 -1.48
N 1.294 0.572 0.112 -0.68 2.76 -0.02
O 2.275 1.204 -0.063 -0.40 -1.40 0.23
H -2.544 2.365 0.398 0.73 -1.83 -0.59
H -0.300 1.148 -1.556 -1.03 -0.57 1.35
H -0.660 -1.500 -0.846 -0.10 0.00 1.07
H -0.881 -1.480 1.046 0.61 1.18 -1.94
H 1.598 -1.169 1.068 0.06 -0.48 1.29
H 1.647 -1.379 -0.610 -0.31 0.36 0.20
```
Forces are in eV/Å.

Okay, here come the Mulliken numbers, in e, for every atom: atom 1 (N): -0.546, atom 2 (P): 0.492, atom 3 (C): -0.394, atom 4 (C): -0.401, atom 5 (N): 0.247, atom 6 (O): -0.262, atom 7 (H): 0.316, atom 8 (H): 0.169, atom 9 (H): 0.316, atom 10 (H): 0.375, atom 11 (H): 0.361, atom 12 (H): 0.327

[11]
A cluster of 2 separate species, C2H6N2OS in total at a distorted geometry, computed with wB97M-V/def2-TZVPD.

Results
- Spin multiplicity: 1
- Energy relative to the best compared isomer or geometry (same formula, charge and spin): 3.3878 eV
- LUMO energy (alpha / beta): -0.20 / -0.20 eV
- Kohn-Sham gap (alpha / beta): 8.64 / 8.64 eV

XYZ file:
```
12
Properties=species:S:1:pos:R:3:forces:R:3
C 1.346 1.616 -0.539 -2.99 -0.19 3.33
C -1.278 -1.054 -0.646 0.98 -1.43 1.85
N -0.102 -1.532 -0.313 -2.19 -1.04 -2.06
N 0.316 0.468 1.569 1.29 -0.45 1.57
O -1.704 0.044 -0.053 0.26 0.49 -0.01
S 1.584 0.463 0.598 -1.71 1.27 0.26
H 0.447 2.326 -0.550 1.51 -1.34 0.01
H 2.055 1.574 -1.256 2.06 0.20 -2.37
H -2.092 -1.611 -1.199 1.05 0.77 0.16
H -0.051 -2.470 -0.752 0.27 0.71 0.20
H 0.462 -0.113 2.475 0.06 1.12 -2.36
H -0.983 0.289 0.667 -0.59 -0.12 -0.59
```
Forces are in eV/Å.

Okay, here come the Mulliken numbers, in e, for every atom: atom 1 (C): -0.473, atom 2 (C): 0.097, atom 3 (N): -0.507, atom 4 (N): -0.657, atom 5 (O): -0.490, atom 6 (S): 0.271, atom 7 (H): 0.254, atom 8 (H): 0.344, atom 9 (H): 0.312, atom 10 (H): 0.183, atom 11 (H): 0.229, atom 12 (H): 0.437

[12]
An isolated molecule of C2H6N2OS at a distorted geometry, computed with wB97M-V/def2-TZVPD.

Results
- Structure (SMILES): [H]/N=C(\CO)NS
- Spin multiplicity: 1
- Energy relative to the best compared isomer or geometry (same formula, charge and spin): 1.6386 eV
- LUMO energy: 0.61 eV
- Kohn-Sham gap: 9.93 eV

XYZ file:
```
12
Properties=species:S:1:pos:R:3:forces:R:3
H -0.864 1.763 0.040 -0.97 0.44 0.17
N 0.101 1.530 0.015 1.79 -1.81 -0.08
C 0.171 0.246 0.022 -0.90 0.82 0.11
C -1.119 -0.613 0.055 0.03 0.91 -1.44
O -2.235 0.253 -0.134 0.15 -0.84 1.19
N 1.322 -0.510 -0.028 0.13 1.66 0.02
S 2.873 0.177 -0.195 -0.30 -0.30 0.14
H -1.275 -1.121 0.973 0.12 -0.59 0.82
H -1.121 -1.306 -0.813 0.33 -0.10 0.70
H -2.119 0.454 -1.040 -0.55 0.86 -1.55
H 1.189 -1.487 0.032 0.34 -0.89 0.10
H 3.077 0.613 1.072 -0.16 -0.15 -0.18
```
Forces are in eV/Å.

Okay, here come the Mulliken numbers, in e, for every atom: atom 1 (H): 0.307, atom 2 (N): -0.737, atom 3 (C): 0.680, atom 4 (C): -0.575, atom 5 (O): -0.570, atom 6 (N): -0.317, atom 7 (S): -0.139, atom 8 (H): 0.353, atom 9 (H): 0.320, atom 10 (H): 0.314, atom 11 (H): 0.228, atom 12 (H): 0.136

Number 1: M 90.08 g mol⁻¹. Number 2: M 121.06 g mol⁻¹. Number 3: M 121.06 g mol⁻¹. Number 4: M 106.08 g mol⁻¹. Number 5: M 106.08 g mol⁻¹. Number 6: M 106.08 g mol⁻¹. Number 7: M 106.08 g mol⁻¹. Number 8: M 106.08 g mol⁻¹. Number 9: M 122.08 g mol⁻¹. Number 10: M 105.06 g mol⁻¹. Number 11: M 106.15 g mol⁻¹. Number 12: M 106.15 g mol⁻¹.